# 1
This record from OMol25 describes 2 unconnected molecules or ions with the total composition C3H10NO in a non-equilibrium geometry. The level of theory is ωB97M-V/def2-TZVPD.

Cartesian coordinates (Å):
1 C 0.5811 1.2009 0.4634
2 H 2.0482 -1.4264 0.1692
3 C 1.0015 -1.2794 0.2784
4 H 0.1813 1.8696 -0.2699
5 H -1.1582 -0.7732 -1.3942
6 C -1.0209 -0.1173 -0.5431
7 O -1.7084 0.0456 0.5780
8 H -0.2039 1.1709 1.2711
9 H 0.9278 0.1824 -1.1167
10 H 1.5686 1.4541 0.7173
11 H 0.6246 -1.4389 1.2814
12 N 0.4147 -0.0372 -0.2865
13 H -1.0868 1.5675 -1.5743
14 H -2.6467 -0.2982 0.6278
15 H 0.4772 -2.1202 -0.2018

HOMO energy (alpha / beta)	-13.928 / -13.928	eV
E	-249.8779	hartree
total charge	+1

Here are the Löwdin charges for atoms 1 to 4, given in e:
1. C -0.01
2. H 0.11
3. C 0.04
4. H 0.04

---

# 2
This record from OMol25 describes a molecular structure, C6H8LaLiO6 in a non-equilibrium geometry. The level of theory is ωB97M-V/def2-TZVPD.

Cartesian coordinates (Å):
1 O -0.3742 1.2329 1.4408
2 O 1.5159 -1.1130 1.7031
3 Li 0.6995 0.3543 2.6318
4 C 1.3993 -1.4666 0.5540
5 C 1.6753 -2.7497 -1.2999
6 H -1.3708 2.8340 -0.5383
7 C 0.3618 1.3623 -1.8968
8 O 2.2208 -2.2852 -0.0498
9 O -0.7456 0.7943 -1.6359
10 H -0.4715 -3.1921 -0.9824
11 H 1.8355 -3.8284 -1.3703
12 H -0.1774 4.1288 -0.2799
13 H 0.9670 2.8233 1.4325
14 O 0.1799 -1.4757 -0.0597
15 C 0.2019 -2.3612 -1.2130
16 H -0.1403 -1.8155 -2.0975
17 C -0.0864 2.5838 1.1973
18 C -0.3347 3.0441 -0.2329
19 La -1.4821 0.1394 0.1644
20 H 2.1969 -2.2205 -2.1049
21 H -0.6819 3.2321 1.8643
22 O 0.5938 2.4902 -1.1886

HOMO energy	-15.168	eV
E	-723.4209	hartree
total charge	+2

Here are the Löwdin charges for atoms 1 to 4, given in e:
1. O -0.60
2. O 0.10
3. Li 0.79
4. C -0.52

---

# 3
This record from OMol25 describes a molecular structure, C20H28BN8O4Sc. The level of theory is ωB97M-V/def2-TZVPD.

Cartesian coordinates (Å):
1 C 2.2919 0.1126 3.1607
2 N -2.4858 -2.1125 -2.7989
3 H 1.7090 2.2796 -1.7937
4 C -2.9654 -2.0191 1.4362
5 H 1.7464 -1.9585 2.9156
6 N -2.1202 -1.2984 0.6871
7 H 3.4773 2.3250 -1.6929
8 H 4.4809 0.1966 -1.0093
9 C -1.3577 2.6593 -0.4415
10 C -4.6484 -2.1512 -3.2069
11 H -5.1270 -1.0996 -1.2946
12 H 0.8358 2.0514 4.1407
13 H 1.7987 -0.7123 -3.0948
14 H 3.4001 3.0895 0.6371
15 N -2.0609 0.6576 -0.8874
16 H -0.4093 2.0184 2.8825
17 H -2.8296 -2.7088 3.5334
18 H -0.6921 3.4250 -0.0783
19 H 2.4708 3.0603 2.6131
20 N -1.0428 1.3599 -0.3156
21 C -2.9817 1.5150 -1.3549
22 C 1.4400 2.9630 2.2681
23 C 3.7443 0.2100 -0.2054
24 C -4.4226 -1.5337 -1.9888
25 C -2.5744 2.8077 -1.0861
26 C -3.3969 -2.5253 -3.6807
27 O 1.4472 2.4734 0.9154
28 H -3.1199 -3.0567 -4.5793
29 N -3.1021 -1.5190 -1.7406
30 H 0.9631 3.9416 2.3243
31 C 0.8542 -1.1303 -2.7817
32 B -2.0767 -0.8859 -0.7825
33 H -0.4835 -1.3581 3.4157
34 H 3.1191 -1.8035 -0.6234
35 C -2.4102 -2.1836 2.6915
36 H 2.2189 0.0282 4.2451
37 H 4.2470 -1.6658 0.7322
38 H 0.2130 -2.3638 -4.4669
39 N 0.3510 -0.8367 -1.5348
40 N -0.8064 -1.4975 -1.4048
41 H -3.8722 1.1713 -1.8573
42 H 3.4745 -1.6355 2.7369
43 H 3.1058 0.7956 2.9092
44 H -3.0846 3.7233 -1.3336
45 H -3.9031 -2.3792 1.0399
46 H 2.1940 4.0617 -0.2219
47 C 2.4645 3.0484 0.0766
48 O 1.0476 0.6226 2.6302
49 O 2.5054 0.7710 -0.6890
50 C 0.0374 -1.9455 -3.4879
51 H -5.5974 -2.3179 -3.6887
52 O 2.2534 -1.1469 1.1075
53 H -0.9402 -3.4139 -2.2837
54 N -1.0112 -0.9748 1.4094
55 C 0.6604 1.9451 3.0717
56 Sc 0.6506 0.2592 0.4892
57 C 2.4777 -1.2483 2.5387
58 C -1.2038 -1.5024 2.6274
59 C 2.5620 2.1460 -1.1314
60 C -1.0523 -2.3541 -2.5466
61 H 4.1286 0.8129 0.6206
62 C 3.4077 -1.1923 0.2280

HOMO energy (alpha / beta)	-16.853 / -17.714	eV
E	-2302.7458	hartree
expectation value of S²	0.771
total charge	+3
multiplicity	2

Here are the Löwdin charges for atoms 1 to 4, given in e:
1. C -0.10
2. N 0.04
3. H 0.14
4. C 0.00

---

# 4
This record from OMol25 describes 4 unconnected molecules or ions with the total composition C43H98N3O12P in a non-equilibrium geometry. The level of theory is ωB97M-V/def2-TZVPD.

Cartesian coordinates (Å):
1 H 5.7782 -8.6693 -3.2105
2 H -2.3730 1.3821 -1.4552
3 C -0.0770 0.9476 -3.1879
4 H 3.2072 -1.8233 0.8997
5 H 2.2909 -2.4978 -3.4240
6 C 2.5271 0.2186 3.9674
7 C 6.4779 -7.8139 -3.0132
8 O 0.9944 3.0919 1.8939
9 C -1.6438 5.4067 2.3910
10 N 0.1534 -8.7049 3.2290
11 H 5.2363 -6.7699 -4.5140
12 N -2.5243 6.7092 -4.9136
13 O -0.4663 7.5127 -6.9458
14 H -1.5895 5.1661 4.5271
15 C 3.1189 2.3955 0.7030
16 H 0.5045 5.4593 -4.7824
17 C -3.2311 7.3250 4.2372
18 H 1.5898 -3.0697 4.9416
19 H 0.5887 3.7482 -5.2309
20 H 2.1822 -8.9743 -0.5641
21 C 1.9273 -1.9283 -1.2551
22 H -2.8182 -0.6930 1.7360
23 C 0.0790 -9.4812 4.4674
24 H -6.1797 6.3171 3.0562
25 H 1.9951 -10.6364 2.1876
26 H 4.3884 -2.8478 -2.3867
27 H 3.2130 -9.8887 3.2727
28 H 0.8977 -7.7536 -0.5291
29 H -4.2623 -0.7727 -2.3436
30 H 1.1618 2.8343 -0.1514
31 H -5.1681 7.7711 5.1269
32 N -3.5014 5.8971 4.0981
33 O 1.5192 -2.6830 -0.1058
34 H 1.7670 -0.3417 -3.5200
35 H -1.0384 1.4283 1.0071
36 H 3.3883 2.5519 -0.3735
37 H 0.7538 -9.2502 0.4423
38 C -3.3692 6.0638 0.8628
39 H 6.5306 -7.7044 -1.8997
40 H 2.9107 2.4272 4.2352
41 H -0.6506 -10.2768 4.2924
42 H 1.7269 1.7237 5.3649
43 H 1.1223 -10.5945 5.9501
44 H -4.4207 0.2959 -0.0454
45 H 0.3195 1.5321 -4.0527
46 H -0.3973 6.3998 -8.6490
47 H 3.5394 3.2750 1.2492
48 H 7.4645 -8.1154 -3.4296
49 H 2.8649 -1.3349 -1.0979
50 H 0.6465 -0.9330 4.4487
51 H 4.6579 -6.5228 -1.8724
52 H 1.1571 -1.7055 2.2804
53 H -3.3934 5.1552 -3.8754
54 O -5.1969 8.1506 3.0647
55 C -4.8005 1.3055 -0.3189
56 H 3.2088 -2.3782 5.2697
57 H -4.3283 5.8779 1.3510
58 C 1.7847 -2.6351 2.3113
59 H -2.2083 6.0840 -5.6437
60 C -0.0917 4.5725 -5.0090
61 C 3.6283 -3.6445 -2.1546
62 H 2.0234 -7.8292 3.7284
63 H 2.1584 -9.4098 5.1930
64 C -2.4909 0.5456 -2.1811
65 C -2.3291 5.0961 3.7262
66 C 2.0617 1.7075 4.2985
67 H -4.2100 5.7635 3.3883
68 H 2.4781 0.1018 2.8580
69 C 1.3219 -6.9766 1.9117
70 H -4.0943 2.1218 -0.0168
71 H 1.8938 -6.0551 2.0338
72 H -2.0375 1.4415 2.4931
73 H 5.7603 -5.0829 -1.9085
74 H -3.0233 7.0782 1.0744
75 H -3.5356 5.9748 -0.2130
76 O 2.8229 -2.5338 3.2681
77 H -0.6917 9.3210 -6.0562
78 H -1.8587 6.1534 -7.6838
79 H -1.8049 -0.0633 -4.2338
80 H 0.6018 -6.7838 3.9251
81 H 0.0801 1.5221 -2.2396
82 H 4.3165 -4.4213 -4.0850
83 H 3.5910 1.4322 1.0036
84 H -0.1940 -1.2849 -1.1982
85 H 3.7571 -3.9860 -1.1041
86 C 1.5428 2.3530 0.7855
87 H -2.1416 -0.4212 -1.7286
88 H 2.9937 -5.4564 -3.2739
89 H -2.6591 7.7114 3.3849
90 H -1.2748 6.4374 2.3316
91 C 2.6290 -10.7878 3.0636
92 C 5.0833 -5.7256 -2.5283
93 C -2.6518 5.9345 -3.6783
94 C 1.4442 -8.4856 0.0729
95 H -1.4634 -0.7836 0.4636
96 C -5.0125 1.2917 -1.8932
97 C -4.5217 8.1314 4.3212
98 H -0.3335 -8.8416 5.2544
99 C 1.7200 -0.8613 4.7502
100 C 0.7495 -0.3932 -3.0640
101 H -7.0355 7.6456 3.8962
102 O -0.1043 0.6772 2.7872
103 C 2.2209 -2.9485 -2.4087
104 H 1.7087 -0.6022 5.8417
105 H 3.0245 -3.6906 0.8835
106 H -1.1622 -1.3205 2.1418
107 H 3.3194 -11.5977 2.8226
108 C 1.3649 -10.1362 4.9868
109 C -1.3965 5.2514 -3.1222
110 C -1.7350 -0.5853 1.5232
111 O 0.9434 -3.7513 2.5405
112 O 1.8509 -11.1964 4.1764
113 H -6.0499 0.8961 -2.0500
114 H 0.0406 -3.4197 2.5864
115 H -3.0729 6.5827 -2.9032
116 H -5.7503 1.5056 0.2271
117 H 0.3919 -6.7191 1.3966
118 C -1.2613 0.8593 1.9445
119 O 2.1362 -7.8598 1.1384
120 H 0.9936 0.0154 -0.9415
121 H 0.1876 -1.1613 -3.6655
122 H -2.1904 8.6873 -6.7365
123 C -1.6129 0.7373 -3.4767
124 H -4.9334 2.3344 -2.2858
125 C -1.2811 8.4105 -6.1951
126 H 1.2295 1.2831 0.7367
127 H -2.6596 4.0564 3.6951
128 C -4.0195 0.2963 -2.5805
129 H 0.4616 -9.3237 2.4902
130 H -2.0552 8.6188 -4.2025
131 C -1.1421 6.9033 -8.0323
132 C 2.3250 -2.3143 4.5826
133 H -0.6512 7.5435 -4.3587
134 H -1.6553 7.6473 -8.6479
135 H 6.7705 -5.9061 -4.0267
136 C -6.3921 7.3904 3.0493
137 H -1.9773 1.6930 -3.9423
138 O -2.4203 5.0818 1.2395
139 P 0.6161 2.1251 3.2048
140 H -0.7600 4.7696 2.3346
141 C 0.7832 -0.8942 -1.5756
142 H 1.4573 -3.7692 -2.4228
143 H -4.2615 9.1693 4.5482
144 H -1.6775 4.7984 -2.1664
145 H -6.9256 7.6249 2.1277
146 C 1.0540 -7.5555 3.2953
147 C 5.8940 -6.4835 -3.6572
148 H -2.6455 7.4896 5.1467
149 H 3.5969 0.1525 4.3013
150 H -4.0609 0.3884 -3.6963
151 H -0.6964 4.7365 -5.9032
152 C -1.6015 7.8378 -4.8197
153 O -0.3814 2.9080 4.0536
154 O -0.9102 4.1799 -3.9198
155 H -0.5934 5.9597 -2.8919
156 C 2.5189 -2.6972 0.9130
157 C 3.9098 -4.8407 -3.1359

HOMO energy	-8.189	eV
E	-3105.4947	hartree

Here are the Löwdin charges for atoms 1 to 4, given in e:
1. H 0.07
2. H 0.10
3. C -0.19
4. H 0.14

---

# 5
This record from OMol25 describes a gas-phase ion, C4H7N2 (charge +1) in a non-equilibrium geometry. The level of theory is ωB97M-V/def2-TZVPD.

Cartesian coordinates (Å):
1 H -1.7019 2.0153 0.8528
2 C -1.0682 1.0342 0.6940
3 H 1.1542 -1.9764 -0.4264
4 H -0.8081 -2.0968 1.1172
5 C 0.4648 1.2090 0.1559
6 H 1.0734 1.3248 1.1192
7 C 0.3103 -1.1437 -0.5649
8 H 0.5879 2.1351 -0.4384
9 H -0.0763 -1.5923 -1.5178
10 H 0.9928 0.3738 -1.7948
11 C -0.5681 -1.2099 0.6169
12 N -1.3372 -0.1836 0.9519
13 N 0.9764 0.1104 -0.7655

HOMO energy (alpha / beta)	-14.305 / -14.304	eV
E	-265.7471	hartree
total charge	+1

Here are the Löwdin charges for atoms 1 to 4, given in e:
1. H 0.19
2. C 0.05
3. H 0.20
4. H 0.13

---

# 6
This record from OMol25 describes 2 unconnected molecules or ions with the total composition C10H9N2P in a non-equilibrium geometry. The level of theory is ωB97M-V/def2-TZVPD.

Cartesian coordinates (Å):
1 C 2.2533 1.1911 0.6058
2 C 3.4348 -0.8076 -0.1897
3 C -2.5996 -0.7981 -0.6933
4 H 1.4111 -0.2183 2.2501
5 C 2.3306 0.0323 -0.1560
6 C -2.9884 0.3544 0.0692
7 H -3.2138 -1.6356 -0.8397
8 N 2.3897 2.1526 1.2329
9 C -0.4835 0.3145 -0.9922
10 C -0.9507 1.4451 -0.4269
11 H 1.3221 -1.1816 -1.9284
12 H -0.8691 -1.7885 -1.6661
13 C -1.2869 -0.8556 -1.1804
14 H -3.9040 0.3638 0.7161
15 H -2.3943 2.3866 0.6611
16 H -0.3462 2.3079 -0.2440
17 H 0.1838 -0.6585 1.0617
18 C -2.1844 1.4540 0.1812
19 C 0.9938 -0.9150 1.6046
20 N 4.3423 -1.5078 -0.3023
21 H 1.2954 -1.9158 1.9172
22 P 1.2640 0.2803 -1.6812

HOMO energy (alpha / beta)	-9.080 / -8.951	eV
E	-837.1510	hartree

Here are the Löwdin charges for atoms 1 to 4, given in e:
1. C -0.39
2. C -0.30
3. C -0.06
4. H 0.00